ORCA calculation (the ωB97M-V functional and the def2-TZVPD basis) on a gas-phase ion, C7H8N3 (charge +1).

Output
HOMO-LUMO gap ... 7.20 eV
HOMO ... -13.32 eV
Charge ... +1
Relative energy (zero: lowest compared OMol25 entry of this formula, charge and spin) ... 4.454 eV
Electronic energy ... -11846.4662 eV
Spin multiplicity ... 1

```
18
Properties=species:S:1:pos:R:3:forces:R:3
C 1.410 0.203 0.422 0.948 -1.140 2.051
C 0.058 0.703 0.814 0.323 0.915 1.030
C 0.150 -0.369 -1.171 0.902 -0.408 0.777
C 2.386 0.052 1.405 -0.540 -0.004 -3.375
C 1.132 1.184 3.149 3.892 -2.893 -3.546
C -0.394 -1.040 -2.329 -1.333 -2.191 -3.091
C -2.086 0.514 -0.254 -3.467 -2.427 1.216
N 1.390 -0.419 -0.784 -0.437 -0.028 -1.444
N 1.944 0.573 2.549 -2.020 2.762 3.945
N -0.666 0.312 -0.176 0.535 1.338 -1.210
H 3.398 -0.354 1.305 -0.602 0.099 0.131
H 0.377 1.331 3.810 -1.855 0.829 1.871
H 0.401 -1.151 -3.144 -1.031 0.827 0.991
H -0.541 -2.203 -2.194 -0.076 2.202 0.491
H -1.409 -0.621 -2.776 2.304 -0.740 1.085
H -2.699 1.024 -1.098 2.116 -0.401 1.163
H -2.379 -0.602 -0.319 -0.565 1.686 0.068
H -2.472 0.863 0.792 0.906 -0.425 -2.154
```
Positions in Å, forces in eV/Å.

natural (NBO) population analysis, charges in e, atoms 1 to 6: atom 1 (C): 0.14, atom 2 (C): 0.05, atom 3 (C): 0.50, atom 4 (C): -0.04, atom 5 (C): 0.47, atom 6 (C): -0.75

---

ORCA calculation (the ωB97M-V functional and the def2-TZVPD basis) on a molecular structure, C28H23F3N5O3SW.

Output
HOMO-LUMO gap (alpha / beta) ... 6.54 / 5.79 eV
HOMO (alpha / beta) ... -6.83 / -6.67 eV
Charge ... 0
Relative energy (zero: lowest compared OMol25 entry of this formula, charge and spin) ... 0.000 eV
Electronic energy ... -63818.4543 eV
Spin multiplicity ... 2

```
64
Properties=species:S:1:pos:R:3:forces:R:3
W -0.863 -0.039 -0.390 0.212 0.037 0.053
C -4.136 0.511 2.387 -0.007 -0.010 0.004
C -3.148 -0.330 1.636 -0.031 -0.056 0.006
O -2.632 0.248 0.600 0.072 -0.007 0.011
C -2.868 -1.612 2.013 -0.013 0.073 -0.015
C -2.052 -2.488 1.250 0.002 -0.054 -0.006
C -2.073 -3.945 1.613 0.008 0.001 -0.003
N -1.314 -2.085 0.249 -0.039 0.058 0.037
N -0.646 -3.118 -0.411 0.028 0.047 -0.026
C 0.286 -2.622 -1.138 -0.045 0.084 0.030
O 0.488 -1.325 -1.214 0.006 -0.054 0.088
C 1.199 -3.494 -1.908 -0.015 -0.020 -0.010
C 1.048 -4.879 -1.874 0.002 -0.006 -0.013
C 1.907 -5.688 -2.597 0.002 0.009 0.001
C 2.924 -5.125 -3.358 -0.003 -0.002 0.006
C 3.077 -3.747 -3.393 -0.001 -0.001 0.000
C 2.216 -2.933 -2.671 0.013 0.004 -0.004
H -4.871 0.914 1.689 0.001 0.001 -0.001
H -3.614 1.353 2.846 0.007 0.002 -0.004
H -4.643 -0.059 3.162 0.000 0.005 0.000
H -3.382 -2.023 2.867 0.003 -0.003 0.001
H -2.694 -4.105 2.491 -0.002 -0.001 -0.001
H -1.062 -4.304 1.801 0.000 -0.001 0.003
H -2.460 -4.531 0.780 0.000 0.003 -0.001
H 0.251 -5.303 -1.279 0.000 0.001 0.001
H 1.784 -6.763 -2.569 0.000 0.000 0.000
H 3.595 -5.760 -3.922 0.000 0.000 -0.001
H 3.868 -3.304 -3.985 0.000 0.000 0.000
H 2.326 -1.857 -2.691 0.000 -0.002 0.002
O -0.050 0.254 1.558 0.106 -0.059 0.035
C -0.435 1.040 2.526 -0.016 0.017 -0.011
C -0.303 0.618 3.865 -0.010 0.010 -0.005
C -0.697 1.418 4.912 -0.001 -0.005 -0.003
C -1.244 2.683 4.680 0.005 0.001 0.005
C -1.372 3.121 3.381 -0.007 0.003 0.008
C -0.970 2.330 2.297 -0.008 -0.004 -0.010
C -1.111 2.841 0.939 0.033 -0.026 0.004
N -1.124 2.157 -0.197 -0.028 0.049 0.002
C -1.297 3.056 -1.228 -0.042 -0.038 0.032
C -1.387 4.304 -0.714 0.026 0.014 -0.007
N -1.263 4.155 0.650 -0.026 0.024 0.003
H 0.104 -0.371 4.031 0.002 0.000 0.003
H -0.594 1.056 5.928 0.002 0.000 0.000
H -1.571 3.304 5.502 0.000 0.000 -0.001
H -1.829 4.089 3.203 0.001 -0.002 -0.003
H -1.370 2.724 -2.249 -0.001 0.008 -0.004
H -1.534 5.262 -1.179 0.007 0.000 -0.001
H -1.241 4.895 1.327 -0.003 -0.002 0.002
F 5.000 2.533 -3.650 0.003 0.006 -0.003
C 4.557 3.027 -2.486 -0.048 -0.042 0.010
F 5.564 2.959 -1.605 0.006 0.004 0.006
F 4.284 4.330 -2.682 0.007 0.012 -0.005
C 3.334 2.294 -1.995 0.030 0.014 -0.003
C 3.055 2.237 -0.641 0.013 0.009 -0.022
C 1.895 1.603 -0.234 0.040 0.024 0.057
N 1.048 1.046 -1.098 -0.090 -0.027 0.001
C 1.328 1.087 -2.403 0.017 0.007 -0.032
C 2.461 1.709 -2.896 -0.035 -0.025 0.022
H 3.726 2.667 0.089 -0.007 -0.004 0.007
H 1.628 1.514 0.810 -0.004 0.003 -0.014
H 0.614 0.601 -3.054 0.010 0.013 -0.015
H 2.652 1.727 -3.959 -0.007 -0.002 -0.002
S -2.599 0.132 -3.376 0.096 0.099 -0.030
C -1.768 0.015 -2.038 -0.270 -0.193 -0.185
```
Positions in Å, forces in eV/Å.

natural (NBO) population analysis, charges in e, atoms 1 to 6: atom 1 (W): 1.50, atom 2 (C): -0.67, atom 3 (C): 0.50, atom 4 (O): -0.69, atom 5 (C): -0.47, atom 6 (C): 0.36

---

ORCA calculation (the ωB97M-V functional and the def2-TZVPD basis) on a molecular structure, C38H24Cl2N8O3Zn.

Output
HOMO-LUMO gap ... 5.76 eV
HOMO ... -6.74 eV
Charge ... 0
Electronic energy ... -131326.3004 eV
Spin multiplicity ... 1

```
76
Properties=species:S:1:pos:R:3:forces:R:3
Zn 0.450 0.046 0.328 -0.131 -0.106 -0.151
Cl 5.660 -3.730 -1.848 0.005 -0.024 0.009
C 4.523 -2.433 -1.669 -0.039 0.073 -0.058
C 3.659 -2.447 -0.585 -0.080 0.084 0.059
C 2.736 -1.420 -0.393 0.008 0.000 -0.018
N 1.857 -1.323 0.695 0.240 -0.086 0.264
C 1.794 -2.221 1.685 -0.152 -0.041 -0.422
O 2.301 -3.342 1.753 0.096 0.108 0.113
C 0.936 -1.774 2.861 0.026 -0.049 0.077
C 0.918 -2.569 4.004 0.005 -0.016 -0.015
C 0.189 -2.149 5.101 0.021 0.002 -0.105
C -0.520 -0.958 5.013 -0.019 -0.006 0.081
C -0.469 -0.250 3.827 0.022 -0.011 0.023
N 0.246 -0.640 2.772 0.113 -0.008 0.088
C 2.673 -0.355 -1.333 0.044 -0.008 0.052
C 3.547 -0.369 -2.416 -0.083 0.038 0.083
C 4.461 -1.397 -2.585 -0.002 -0.081 0.038
Cl 5.508 -1.358 -3.968 0.014 0.020 -0.018
N 1.658 0.613 -1.153 -0.050 0.029 0.046
C 1.727 1.810 -1.767 0.071 -0.154 -0.013
O 2.694 2.315 -2.333 -0.073 -0.028 0.037
C 0.433 2.609 -1.808 -0.092 0.031 0.008
C 0.507 3.968 -2.109 0.046 0.006 0.025
C -0.665 4.683 -2.269 -0.011 -0.035 0.038
C -1.878 4.016 -2.140 0.029 0.060 -0.019
C -1.852 2.670 -1.825 -0.006 -0.055 0.076
N -0.727 1.976 -1.652 -0.027 -0.081 0.062
H 3.702 -3.258 0.122 0.007 -0.013 0.013
H 1.487 -3.487 3.987 0.002 0.011 0.035
H 0.171 -2.738 6.009 -0.006 0.005 -0.003
H -1.096 -0.583 5.849 -0.001 -0.012 -0.047
H -1.026 0.677 3.721 0.040 -0.006 0.020
H 3.525 0.431 -3.135 0.003 0.043 -0.024
H 1.484 4.414 -2.228 -0.019 0.004 -0.019
H -0.640 5.741 -2.498 0.009 -0.017 -0.023
H -2.819 4.528 -2.292 0.000 -0.014 0.037
H -2.779 2.115 -1.701 0.028 0.008 -0.022
C -12.274 -1.859 5.113 -0.018 -0.013 0.001
O -11.290 -2.842 4.838 -0.104 0.007 0.058
C -10.115 -2.425 4.322 0.135 0.023 -0.056
C -9.808 -1.099 4.041 -0.062 0.074 0.012
C -8.567 -0.783 3.505 0.055 -0.007 -0.023
C -7.622 -1.767 3.246 -0.073 0.052 0.016
C -7.946 -3.098 3.530 0.061 0.000 -0.033
C -9.171 -3.422 4.063 -0.060 -0.069 0.020
C -6.309 -1.454 2.680 0.142 0.012 -0.011
N -5.528 -2.302 2.055 -0.025 -0.099 -0.025
C -4.412 -1.588 1.713 -0.043 0.160 0.037
C -4.515 -0.281 2.138 0.058 -0.228 0.019
N -5.734 -0.212 2.766 -0.182 0.070 -0.037
C -3.477 0.681 1.971 0.065 0.102 -0.021
C -3.502 2.003 2.439 -0.029 -0.012 -0.004
C -2.409 2.811 2.244 -0.083 -0.002 0.023
C -1.292 2.286 1.593 0.077 0.011 -0.091
N -1.253 1.048 1.141 0.054 0.163 -0.163
C -2.318 0.244 1.302 -0.069 0.129 -0.024
C -2.223 -1.113 0.788 -0.027 -0.183 -0.097
N -1.102 -1.442 0.121 -0.092 0.147 0.097
C -0.945 -2.674 -0.316 0.094 0.003 -0.078
C -1.917 -3.664 -0.134 -0.114 -0.012 0.025
C -3.078 -3.343 0.525 0.029 -0.006 0.015
C -3.250 -2.038 1.006 0.025 -0.002 -0.023
H -13.122 -2.391 5.531 -0.008 -0.012 0.006
H -12.586 -1.344 4.201 0.012 -0.008 -0.009
H -11.912 -1.127 5.839 0.010 -0.013 0.009
H -10.526 -0.311 4.219 0.040 -0.016 -0.014
H -8.364 0.254 3.263 0.000 -0.016 0.002
H -7.213 -3.866 3.320 -0.027 0.006 0.020
H -9.434 -4.446 4.295 0.034 0.020 -0.027
H -6.150 0.587 3.207 0.025 0.033 0.058
H -4.377 2.381 2.955 0.027 0.009 -0.013
H -2.402 3.836 2.586 0.026 -0.007 0.013
H -0.405 2.890 1.436 -0.038 -0.013 -0.022
H -0.011 -2.893 -0.822 -0.002 0.025 0.035
H -1.741 -4.662 -0.509 0.015 0.009 -0.005
H -3.864 -4.068 0.694 0.030 -0.007 -0.021
```
Positions in Å, forces in eV/Å.

Mulliken population analysis, charges in e, atoms 1 to 6: atom 1 (Zn): -0.48, atom 2 (Cl): -0.23, atom 3 (C): 0.01, atom 4 (C): -0.64, atom 5 (C): 0.35, atom 6 (N): 0.33

---

ORCA calculation (the ωB97M-V functional and the def2-TZVPD basis) on C2H2N2O in the gas phase.

Output
HOMO-LUMO gap ... 10.56 eV
HOMO ... -10.80 eV
Charge ... 0
Structure (SMILES) ... N#C/C=N\O
Relative energy (zero: lowest compared OMol25 entry of this formula, charge and spin) ... 3.177 eV
Electronic energy ... -7130.6662 eV
Spin multiplicity ... 1

```
7
Properties=species:S:1:pos:R:3:forces:R:3
N 2.462 -0.684 -0.040 1.594 -0.873 -0.193
C 1.506 -0.082 0.066 -4.826 2.346 0.960
C 0.169 0.739 0.168 -0.251 1.209 -3.301
N -1.056 0.315 -0.105 3.874 -0.212 2.048
O -1.142 -1.062 0.081 -3.436 0.798 -0.983
H 0.223 1.893 -0.109 0.370 -2.630 1.045
H -2.163 -1.119 -0.061 2.676 -0.638 0.424
```
Positions in Å, forces in eV/Å.

natural (NBO) population analysis, charges in e, atoms 1 to 6: atom 1 (N): -0.28, atom 2 (C): 0.22, atom 3 (C): -0.08, atom 4 (N): -0.06, atom 5 (O): -0.53, atom 6 (H): 0.24